[1]
{"formula": "C19H23ClN2O5", "method": "ωB97M-V with the def2-TZVPD basis set", "elements": ["C", "O", "C", "C", "C", "C", "O", "C", "C", "C", "C", "C", "O", "N", "C", "C", "C", "C", "C", "C", "C", "O", "N", "O", "C", "Cl", "C", "H", "H", "H", "H", "H", "H", "H", "H", "H", "H", "H", "H", "H", "H", "H", "H", "H", "H", "H", "H", "H", "H", "H"], "positions_angstrom": [[3.091933, 1.791945, -2.183452], [3.046775, 0.956305, -1.048507], [2.297857, 1.342320, 0.014644], [2.227042, 0.441839, 1.079714], [1.467052, 0.735933, 2.188035], [0.763691, 1.934852, 2.287129], [0.009426, 2.164296, 3.417586], [-1.403846, 2.160482, 3.223383], [-1.817261, 0.994722, 2.389439], [-1.800065, 0.812862, 1.035808], [-2.129904, -0.556987, 0.870112], [-2.228539, -1.183393, -0.477167], [-2.617764, -0.498202, -1.408336], [-1.864301, -2.475627, -0.618212], [-1.379616, -3.315628, 0.450449], [-1.695042, -2.977421, -1.963075], [-0.212859, -3.180529, -2.317518], [-0.032969, -3.397663, -3.823494], [1.454375, -3.508406, -4.154665], [2.175876, -2.275937, -3.613815], [1.872689, -2.129846, -2.122978], [0.489401, -2.035550, -1.874886], [-2.336229, -1.111830, 2.039680], [-2.144312, -0.164397, 2.981681], [0.868621, 2.840522, 1.235868], [0.064824, 4.370398, 1.310096], [1.619646, 2.551757, 0.106222], [3.709544, 1.266025, -2.909675], [2.093269, 1.948443, -2.601335], [3.550293, 2.757981, -1.951654], [2.764990, -0.489125, 1.005831], [1.395932, 0.038106, 3.007778], [-1.735631, 3.088830, 2.743364], [-1.826623, 2.086711, 4.227064], [-1.592426, 1.517119, 0.259999], [-0.296363, -3.218628, 0.566785], [-1.865184, -3.043967, 1.383667], [-1.618915, -4.351956, 0.210540], [-2.126250, -2.228430, -2.630469], [-2.230833, -3.924516, -2.078743], [0.182195, -4.065907, -1.785038], [-0.567004, -4.298571, -4.128613], [-0.460686, -2.543510, -4.351371], [1.595806, -3.592362, -5.233486], [1.867524, -4.407038, -3.688604], [3.253256, -2.358746, -3.761069], [1.818777, -1.386509, -4.135787], [2.308773, -1.215049, -1.718370], [2.288848, -2.995212, -1.579464], [1.658331, 3.283295, -0.684133]], "forces_ev_per_angstrom": [[0.01, 0.10, -0.14], [0.07, -0.14, 0.17], [-0.20, 0.07, 0.29], [0.04, 0.08, -0.20], [-0.08, 0.24, 0.03], [0.11, 0.11, -0.12], [0.44, 0.11, -0.11], [-0.36, -0.21, 0.00], [0.00, 0.24, -1.04], [-0.23, -0.06, 0.77], [0.10, 0.76, 0.75], [-0.23, -0.43, -0.20], [0.08, 0.34, 0.11], [-0.11, -0.16, -0.15], [0.09, -0.04, 0.30], [0.29, 0.19, -0.28], [-0.38, -0.13, -0.16], [0.20, -0.10, 0.36], [-0.10, 0.22, -0.10], [-0.13, -0.23, 0.29], [0.41, 0.15, -0.15], [-0.32, -0.02, -0.02], [-0.21, -0.79, -0.53], [0.11, 0.45, 0.40], [0.03, -0.26, 0.39], [-0.07, 0.14, 0.02], [0.17, -0.15, -0.27], [-0.05, 0.08, 0.01], [0.01, 0.01, 0.01], [-0.03, -0.02, -0.01], [0.07, -0.13, 0.00], [-0.04, -0.08, 0.09], [0.05, -0.20, 0.12], [-0.03, 0.06, -0.14], [0.07, 0.21, -0.16], [0.03, -0.06, 0.02], [0.13, -0.24, -0.10], [0.00, -0.01, 0.01], [0.04, -0.20, 0.01], [0.03, 0.03, -0.03], [0.00, 0.09, -0.04], [-0.08, -0.02, -0.03], [-0.10, 0.03, -0.02], [0.03, -0.08, 0.01], [0.03, -0.05, -0.03], [0.06, 0.06, -0.01], [0.04, 0.08, -0.03], [0.04, -0.13, 0.00], [-0.02, 0.06, -0.01], [0.01, 0.06, -0.07]], "relative_energy_kcal_mol": 59.7, "charge": 0, "smiles": "COc1ccc(OCc2cc(C(=O)N(C)C[C@H]3CCCCO3)no2)c(Cl)c1", "e_homo_ev": -8.6}

***

[2]
{"formula": "C19H23CrNO11P2S2", "method": "ωB97M-V with the def2-TZVPD basis set", "elements": ["Cr", "O", "S", "O", "O", "O", "C", "C", "O", "P", "O", "O", "O", "P", "O", "O", "O", "H", "H", "H", "H", "H", "H", "H", "C", "C", "C", "C", "C", "C", "C", "C", "S", "C", "N", "C", "C", "C", "C", "C", "C", "C", "C", "H", "H", "H", "H", "H", "H", "H", "H", "H", "H", "H", "H", "H", "H", "H", "H"], "positions_angstrom": [[0.214475, -0.096217, -0.129470], [0.142681, 0.013943, 2.091133], [1.482360, 0.717741, 1.976381], [1.606104, 1.763820, 2.968622], [1.433218, 1.304778, 0.593555], [2.558005, -0.264726, 2.089634], [1.946090, -4.825057, -0.758844], [1.067698, -3.970755, 0.131916], [0.299247, -4.805858, 1.011006], [-0.136677, -3.059183, -0.909555], [0.399543, -2.891150, -2.381459], [-1.189320, -4.259829, -1.201788], [-0.940627, -1.872101, -0.414809], [1.999790, -2.580077, 0.997536], [0.974384, -2.772878, 2.237152], [3.383948, -3.044620, 1.205947], [1.637001, -1.520553, -0.106466], [1.346782, -5.505720, -1.370695], [2.623731, -5.395546, -0.123700], [2.535464, -4.177788, -1.406587], [0.250312, -4.281468, 1.829794], [0.665212, -1.962976, -2.552191], [-1.149009, -4.855659, -0.433420], [0.524881, -1.909668, 2.454044], [-1.620209, 2.527607, 4.526807], [-2.492373, 3.578197, 3.833626], [-3.851191, 3.618175, 4.553157], [-1.804677, 4.945501, 3.965512], [-2.697705, 3.269589, 2.349765], [-3.661925, 3.977224, 1.619033], [-3.862356, 3.726622, 0.266269], [-3.087487, 2.774622, -0.362686], [-3.089643, 2.302933, -2.053339], [-1.722492, 1.232493, -1.742009], [-1.370435, 1.181475, -0.422860], [-2.091175, 2.052169, 0.337358], [-1.924276, 2.317074, 1.709542], [-0.838763, 0.722783, -2.708803], [-0.989238, 0.809891, -4.107789], [0.070658, 0.453960, -4.929008], [1.272181, 0.023660, -4.386332], [1.388667, -0.127619, -2.987857], [0.345823, 0.172543, -2.129830], [-1.555151, 2.761411, 5.593587], [-0.607900, 2.497215, 4.122730], [-2.052028, 1.530428, 4.417878], [-3.703998, 3.724690, 5.631823], [-4.398564, 2.691576, 4.369911], [-4.465915, 4.453341, 4.213951], [-1.742462, 5.244993, 5.016647], [-2.352863, 5.713863, 3.416055], [-0.793922, 4.887629, 3.558537], [-4.263333, 4.744736, 2.091459], [-4.617202, 4.276996, -0.283748], [-1.158509, 1.764334, 2.221834], [-1.919659, 1.177001, -4.528320], [-0.032080, 0.541242, -6.006067], [2.113996, -0.209332, -5.028529], [2.337916, -0.454679, -2.569342]], "forces_ev_per_angstrom": [[-0.59, -0.37, 0.31], [-0.13, -0.84, -0.78], [1.23, 0.54, 1.98], [-0.31, 0.24, 0.00], [-0.29, -0.20, -0.92], [-0.15, -0.30, 0.05], [-0.02, -0.01, 0.04], [0.02, 0.38, -0.29], [0.09, -0.34, -0.25], [-1.54, -0.44, -0.59], [0.23, 0.04, 0.05], [0.13, -0.02, 0.31], [0.81, 0.05, 0.22], [-0.20, -1.49, -2.17], [-0.08, 2.65, 1.00], [-0.12, 0.61, 0.41], [0.35, -0.33, 1.29], [0.07, 0.01, -0.01], [0.01, 0.03, 0.02], [0.03, -0.09, -0.04], [-0.09, -0.09, -0.12], [0.00, 0.15, -0.11], [-0.02, 0.10, -0.05], [0.40, -0.31, 0.00], [-0.03, 0.03, -0.05], [-0.02, 0.03, 0.08], [0.07, 0.00, -0.05], [-0.02, -0.06, -0.01], [-0.04, -0.03, -0.03], [-0.11, 0.09, -0.04], [0.01, -0.04, 0.08], [0.25, -0.18, -0.01], [0.04, -0.11, -0.01], [-0.16, 0.31, -0.15], [-0.18, -0.03, 0.28], [-0.27, 0.21, 0.04], [0.04, -0.11, -0.31], [-0.06, -0.04, 0.19], [-0.05, 0.01, 0.06], [0.01, 0.05, -0.02], [0.09, -0.08, -0.06], [0.02, 0.17, 0.12], [0.53, -0.06, -0.60], [0.01, 0.00, 0.00], [0.03, -0.02, -0.01], [0.02, -0.01, 0.02], [0.02, 0.02, 0.00], [-0.03, 0.01, 0.02], [-0.03, -0.02, -0.01], [0.03, -0.01, 0.01], [-0.01, 0.01, 0.02], [0.00, 0.04, -0.01], [0.00, -0.03, 0.05], [0.02, 0.02, -0.02], [0.07, -0.07, 0.14], [0.02, 0.02, -0.05], [-0.02, -0.01, 0.00], [-0.02, -0.01, -0.02], [-0.04, -0.09, 0.01]], "relative_energy_kcal_mol": 27.6, "charge": -2, "multiplicity": 5, "e_homo_ev": [0.2, -2.5]}

***

[3]
{"formula": "C19H23CuO", "method": "ωB97M-V with the def2-TZVPD basis set", "elements": ["C", "C", "C", "C", "C", "C", "C", "C", "C", "O", "C", "C", "C", "C", "C", "C", "C", "C", "C", "C", "H", "H", "H", "H", "H", "H", "H", "H", "H", "H", "H", "H", "H", "H", "H", "H", "H", "H", "H", "H", "H", "H", "H", "Cu"], "positions_angstrom": [[0.926707, -4.692602, 0.054804], [-0.146838, -3.502582, -0.061089], [-1.455324, -3.637396, 0.783241], [-2.468397, -2.469650, 0.705892], [-2.273806, -1.179989, -0.177177], [-3.430595, -0.084067, -0.078926], [-3.069860, 0.913675, 1.152896], [-3.711859, 0.728087, -1.434850], [-0.977452, -1.069349, -1.022973], [-0.727670, 0.064064, -1.838795], [-0.171160, 1.175799, -1.079605], [0.613856, 2.221813, -2.014463], [2.200895, 2.002351, -1.970754], [2.844610, 2.070025, -0.500599], [2.131764, 2.781076, 0.681091], [2.745721, 2.862299, 2.109683], [4.164279, 2.215211, 2.301417], [4.911199, 1.506572, 1.114476], [4.262171, 1.408937, -0.302884], [0.056640, -2.242533, -0.948414], [0.376125, -5.668682, 0.268405], [1.668903, -4.539702, 0.920544], [1.509195, -4.707985, -0.939296], [-1.683804, -4.552771, 1.445652], [-3.418352, -2.571723, 1.367076], [-4.407989, -0.657896, 0.163191], [-2.879004, 1.971210, 0.765054], [-2.092749, 0.536407, 1.625915], [-3.887848, 0.851743, 1.951352], [-4.791299, 1.108614, -1.437689], [-3.047105, 1.675931, -1.434946], [-3.480776, 0.134194, -2.379406], [0.482624, 0.727837, -0.243113], [-0.985140, 1.798310, -0.535014], [0.449028, 3.294790, -1.606903], [2.442486, 1.031774, -2.525476], [2.674197, 2.874860, -2.569180], [1.106316, 3.240748, 0.493511], [2.196164, 3.364471, 2.978697], [4.644689, 2.292960, 3.328967], [5.951624, 1.038263, 1.222814], [4.786031, 0.910378, -1.193580], [1.014502, -2.123000, -1.571204], [-5.052697, -3.102473, 2.431658]], "forces_ev_per_angstrom": [[-0.33, 1.05, -0.38], [-2.27, 1.88, 0.38], [0.35, 3.61, -2.23], [3.31, -0.18, -1.87], [1.47, -2.61, 0.33], [0.27, -0.28, -0.13], [0.29, -0.76, -0.11], [0.47, 0.72, 0.40], [-0.73, -2.70, 2.18], [-0.19, -1.61, 1.49], [0.54, 1.98, 0.40], [1.35, -0.37, 3.46], [-0.72, 0.74, -0.56], [1.76, -0.31, 2.46], [2.75, -1.38, 0.71], [2.55, -2.18, -3.49], [-1.73, 0.05, -3.03], [-3.15, 1.27, -1.05], [-2.18, 2.24, 3.46], [-2.27, -0.18, 1.71], [0.79, 1.29, -0.58], [-1.15, 0.02, -1.34], [-0.86, -0.33, 1.65], [0.55, 1.66, -1.26], [1.19, 0.37, -1.01], [1.63, 0.78, -0.24], [-0.54, -1.40, 0.72], [-1.47, 0.67, -0.59], [1.15, 0.45, -1.15], [1.45, -0.68, -0.05], [-0.98, -1.62, -0.20], [-0.43, 0.73, 1.36], [-0.62, 0.62, -1.23], [0.90, -1.29, -0.96], [-0.29, -1.62, -1.07], [0.02, 1.20, 1.07], [-0.65, -1.47, 0.87], [1.62, -0.75, 0.28], [0.97, -0.84, -1.53], [-0.61, -0.25, -1.63], [-1.78, 0.88, 0.16], [-0.88, 0.83, 1.64], [-1.65, -0.27, 1.08], [0.09, 0.07, -0.11]], "charge": 0, "e_homo_ev": -5.3}

***

[4]
{"formula": "C19H23FN4O2", "method": "ωB97M-V with the def2-TZVPD basis set", "elements": ["O", "C", "N", "C", "C", "C", "N", "C", "C", "C", "N", "C", "C", "C", "C", "O", "N", "C", "C", "C", "C", "C", "C", "C", "F", "C", "H", "H", "H", "H", "H", "H", "H", "H", "H", "H", "H", "H", "H", "H", "H", "H", "H", "H", "H", "H", "H", "H", "H"], "positions_angstrom": [[-3.563003, -0.489234, -0.000254], [-2.452240, -0.837541, 0.348849], [-2.158403, -1.119821, 1.636978], [-3.137248, -0.960900, 2.689585], [-2.887513, 0.276208, 3.553577], [-2.979647, 1.574135, 2.751202], [-1.820922, 1.756278, 1.915398], [-1.790441, 2.234699, 0.658479], [-0.468249, 2.280797, 0.278147], [0.231537, 1.805136, 1.392911], [-0.599594, 1.492260, 2.371318], [-1.347435, -1.042773, -0.683604], [-1.786095, -2.137929, -1.659446], [-0.819961, -2.166967, -2.832095], [0.644893, -2.163811, -2.445544], [1.501671, -2.532556, -3.226202], [0.963393, -1.680247, -1.218071], [2.363075, -1.593267, -0.856796], [2.806950, -0.191845, -0.534261], [3.652646, 0.055601, 0.540634], [4.107894, 1.331712, 0.822442], [3.721682, 2.398286, 0.028755], [2.874895, 2.183249, -1.043407], [2.429863, 0.900962, -1.308080], [1.592849, 0.730363, -2.352693], [0.025677, -1.417194, -0.145358], [-1.202285, -1.229430, 1.930278], [-3.122181, -1.856066, 3.319317], [-4.110186, -0.887404, 2.197463], [-3.630607, 0.297864, 4.350740], [-1.893905, 0.223861, 4.001965], [-3.860640, 1.564065, 2.105428], [-3.054479, 2.421703, 3.443328], [-2.686278, 2.488533, 0.129618], [-0.067630, 2.606384, -0.658797], [1.289609, 1.685326, 1.522087], [-1.266363, -0.102775, -1.240924], [-1.789075, -3.101662, -1.143674], [-2.800145, -1.937026, -2.007378], [-0.990924, -3.037252, -3.467626], [-0.963051, -1.279209, -3.455197], [2.572467, -2.249536, -0.003091], [2.919349, -1.961539, -1.727475], [3.960803, -0.772428, 1.162394], [4.763558, 1.493052, 1.664428], [4.074166, 3.395095, 0.243595], [2.557408, 2.993505, -1.680856], [0.435804, -0.599025, 0.458752], [-0.045418, -2.319925, 0.483315]], "forces_ev_per_angstrom": [[-0.40, 0.20, -0.25], [0.56, -0.18, -0.07], [0.10, -0.19, 0.22], [-0.15, 0.07, 0.25], [-0.06, -0.06, -0.36], [-0.29, -0.11, 0.67], [0.17, 0.25, -0.56], [0.19, 0.07, -0.12], [-0.13, 0.07, -0.07], [-0.16, 0.11, -0.07], [0.30, -0.19, 0.70], [-0.13, -0.19, -0.02], [-0.03, 0.25, -0.10], [-0.03, -0.14, 0.03], [-0.25, -0.11, -0.18], [0.11, -0.08, -0.35], [0.21, 0.03, 0.39], [0.15, -0.14, -0.37], [-0.14, 0.03, -0.07], [-0.07, 0.09, -0.09], [0.11, 0.04, 0.12], [0.01, -0.04, 0.03], [-0.11, -0.11, -0.12], [0.11, 0.10, 0.19], [0.12, 0.03, 0.01], [-0.22, 0.10, 0.10], [0.04, 0.01, -0.18], [-0.07, 0.06, -0.06], [0.09, -0.09, 0.12], [0.00, 0.03, 0.05], [-0.10, 0.02, 0.12], [0.09, 0.05, 0.01], [-0.02, -0.07, -0.14], [-0.23, 0.02, -0.08], [0.04, 0.07, -0.23], [0.24, -0.05, 0.04], [-0.01, -0.03, 0.10], [-0.03, -0.04, 0.04], [0.03, -0.05, 0.05], [0.10, 0.08, -0.01], [0.00, -0.01, -0.02], [0.02, 0.06, -0.06], [-0.07, -0.01, 0.26], [0.00, -0.11, 0.06], [0.06, 0.02, 0.07], [0.03, 0.09, 0.02], [-0.06, 0.07, -0.09], [-0.08, -0.13, -0.03], [-0.04, 0.13, 0.05]], "relative_energy_kcal_mol": 21.3, "charge": 0, "smiles": "O=C(NCCCn1cccn1)[C@@H]1CCC(=O)N(Cc2ccccc2F)C1", "e_homo_ev": -9.1}

***

| no. | molecular weight (Da) |
| --- | --- |
| 1 | 394.86 |
| 2 | 619.47 |
| 3 | 330.94 |
| 4 | 358.42 |